# 1
This record from OMol25 describes a cluster of 5 separate species, C2H14NO4 in total. The level of theory is ωB97M-V with the def2-TZVPD basis set.

Structure (XYZ):
```
21
Properties=species:S:1:pos:R:3:forces:R:3:mulliken_charge:R:1
C 1.398403 0.098933 0.316199 1.4 -1.3 1.8 0.132
C 2.296900 -0.838249 0.575495 0.6 1.1 0.2 -0.896
N 0.022687 -0.110533 -0.004674 -0.1 0.3 -3.9 -0.202
H 1.596083 1.087098 0.569341 0.4 1.7 -0.1 0.356
H 3.333770 -0.615615 0.899318 -1.0 0.3 -0.3 0.245
H 2.098870 -1.865284 0.552123 -0.5 -1.4 -0.4 0.283
H -0.074305 0.542187 -0.954519 -0.3 -1.7 2.6 0.414
H -0.208329 -1.096448 -0.214656 0.3 0.3 -0.6 0.316
H -0.633426 0.088393 0.728793 -0.5 1.0 0.3 0.370
H -1.592224 -1.959579 1.958218 0.3 0.7 -0.3 0.335
H -2.574002 -2.388537 0.984819 1.0 1.8 -0.5 0.316
O -1.874435 -1.656327 1.069090 -1.5 -2.7 1.1 -0.671
H -1.292529 3.563642 1.148247 -1.5 2.3 -0.6 0.276
H -0.608363 2.753224 2.062041 1.8 -0.4 5.6 0.278
O -0.845256 2.763523 1.215175 -0.2 -2.0 -5.1 -0.544
H -1.136190 -2.027650 -2.710904 1.2 -2.1 2.8 0.358
H -1.186104 -2.958096 -1.342121 -2.0 -1.0 1.0 0.315
O -0.626659 -2.536854 -1.941568 0.8 3.2 -3.7 -0.678
H 0.660959 2.491637 -2.470845 -0.2 0.2 0.8 0.321
H 0.344981 2.521856 -0.845551 0.8 0.1 -1.7 0.363
O 0.899163 2.142684 -1.594024 -1.0 -0.2 1.1 -0.686
```
Positions in Å, forces in eV/Å.

Its net charge is +1. The highest occupied orbital energy comes out at -14.312 eV. The energy relative to the best compared isomer or geometry (same formula, charge and spin) is 189.41 kJ/mol.

# 2
This record from OMol25 describes a structure of composition C38H37ClF6NNdO2S3Si. The level of theory is ωB97M-V with the def2-TZVPD basis set.

Structure (XYZ):
```
90
Properties=species:S:1:pos:R:3:forces:R:3:mulliken_spin:R:1
Nd 0.228541 0.030819 -1.421129 -0.1 0.0 0.8 3.017
O -0.585272 -0.672276 0.817023 1.1 0.4 1.9 -0.006
S -0.233796 -0.373460 2.369865 -0.2 -0.5 -3.0 -0.003
C -0.077189 -2.012923 3.141950 0.3 -0.3 -0.3 0.000
C -1.003632 -3.136835 2.668765 0.6 -0.1 1.4 0.000
C -0.557206 -3.618322 1.306389 1.1 -0.6 -1.8 0.000
C -1.725048 -3.599599 0.292739 -1.0 1.2 1.3 0.000
S -1.436369 -3.333875 -1.463040 -1.1 -1.3 -0.2 -0.001
O -0.669625 -2.084432 -1.668704 0.7 0.8 0.0 0.001
C -0.401457 -4.718629 -1.843216 1.1 -1.2 0.0 0.001
C 1.020959 -4.771545 -1.829870 0.0 1.4 0.2 -0.001
C 1.622380 -5.985406 -2.029247 0.8 -1.5 -0.7 0.000
C 0.919222 -7.183264 -2.199798 -0.1 -0.3 -0.7 0.000
C -0.465296 -7.146092 -2.287927 -0.8 0.4 -0.8 0.000
C -1.110684 -5.891033 -2.155528 0.6 -0.2 0.5 0.000
C -1.804085 0.079275 2.942135 -0.9 -0.2 0.5 0.000
C -2.971121 -0.133458 2.238917 -0.2 -0.4 -1.3 0.000
C -4.183837 0.287343 2.733320 -0.8 0.3 1.6 0.000
C -4.251339 0.794137 4.049982 1.1 0.0 -1.2 0.000
C -3.075657 0.914943 4.782808 -1.3 0.1 0.3 0.000
C -1.865081 0.589620 4.203818 -0.8 0.5 0.5 0.000
H -0.100556 -1.808988 4.208397 -0.2 0.1 0.2 0.000
H 0.946986 -2.321530 2.899617 0.0 0.2 0.2 0.000
H -2.034470 -2.852604 2.695460 -0.7 0.6 -0.2 0.000
H -0.991746 -3.947811 3.443414 0.4 0.5 -0.7 0.000
H -0.295051 -4.702278 1.373695 0.6 1.0 -0.1 0.000
H 0.337904 -2.947752 0.912628 -1.8 -1.7 0.7 0.001
H -2.376875 -2.701946 0.608432 0.7 -1.3 -0.9 0.000
H -2.346826 -4.535942 0.358057 0.5 0.9 -0.2 0.000
H 1.717774 -3.893577 -1.741238 -1.3 -0.7 0.0 0.001
H 2.690274 -6.139372 -2.235227 -0.3 0.8 0.6 0.000
H 1.515131 -8.092170 -2.446980 -0.8 0.7 0.4 0.000
H -1.078474 -8.005892 -2.657096 0.7 0.7 0.7 0.000
H -2.182447 -5.826864 -2.269208 -0.2 -0.1 0.0 0.000
H -2.903441 -0.615150 1.271823 -0.1 0.2 -0.1 0.000
H -5.154742 0.221516 2.244566 0.5 -0.2 -0.5 0.000
H -5.177584 1.200524 4.404992 -0.3 -0.1 0.3 0.000
H -3.191082 1.284376 5.802683 0.6 0.0 -0.3 0.000
H -0.980461 0.852231 4.681350 1.6 0.3 1.0 0.000
C -2.677821 0.769323 -5.330457 -4.1 -2.4 2.8 0.000
Si -2.662925 1.266822 -3.451436 0.0 0.6 -0.7 0.000
C -3.644003 -0.037055 -2.507651 -0.2 1.5 -0.6 0.002
C -3.461644 3.027499 -3.359908 1.7 0.9 0.5 0.000
N -1.081733 1.387877 -2.727368 -0.5 -0.8 -0.1 0.007
C -0.343036 2.530761 -2.894954 0.7 1.3 -0.6 -0.011
C -0.256629 3.302627 -4.120631 0.8 0.3 1.8 -0.005
C 0.460121 4.481952 -4.211078 -0.1 -1.0 0.6 0.001
C 1.160896 4.995575 -3.125322 -1.3 -1.0 0.9 0.000
C 1.042263 4.367609 -1.884151 0.3 -1.6 -0.9 0.001
C 0.409933 3.077792 -1.844543 0.8 2.7 0.0 0.008
F 0.534013 2.441444 -0.605912 -0.8 -0.4 -0.5 0.000
H -3.637972 1.252910 -5.640892 0.6 -0.4 -0.1 0.000
H -2.839085 -0.373591 -5.492202 0.6 2.0 0.2 0.000
H -1.939516 1.171446 -5.882167 2.7 1.1 -2.0 0.000
H -3.289708 -1.010567 -2.777462 0.5 -0.8 0.7 -0.001
H -4.620099 -0.014272 -2.953175 -0.8 0.1 -0.5 0.000
H -3.841725 0.274586 -1.477985 0.6 -0.7 0.2 0.000
H -3.094186 3.650199 -4.242862 -0.6 -0.8 1.1 0.000
H -3.063851 3.562162 -2.419806 -0.5 -0.8 -1.3 0.000
H -4.541155 3.108308 -3.299693 -0.2 -0.3 -0.2 0.000
H -0.716985 2.993299 -5.012588 -0.8 -0.8 -0.8 0.000
H 0.481672 4.987300 -5.148534 0.1 0.3 -0.6 0.000
H 1.678869 5.893677 -3.278882 0.7 1.1 0.3 0.000
H 1.555655 4.757866 -1.001153 -0.3 -0.3 -0.2 0.000
Cl 3.342093 1.905844 -3.196432 0.0 0.7 -0.8 0.000
C 3.234325 1.384303 -1.568437 0.2 0.3 -0.5 -0.001
C 3.536307 2.257541 -0.529391 0.1 -0.1 -1.9 0.000
C 3.559168 1.825199 0.737650 0.1 -0.4 2.0 -0.001
C 3.310534 0.473805 1.052827 -0.4 1.1 -2.2 0.001
C 2.965352 -0.334077 -0.021096 -0.1 -1.4 1.0 0.004
C 2.923634 0.060663 -1.382304 -0.6 -1.7 0.6 -0.007
C 2.324984 -0.906863 -2.383913 1.5 1.9 -0.8 -0.008
H 3.805564 3.267871 -0.764705 0.0 0.4 -0.1 0.000
H 3.778418 2.608347 1.438647 0.1 -0.2 0.8 0.000
H 3.329945 0.061137 2.018748 0.1 -0.2 1.2 0.000
H 2.769678 -1.410233 0.217743 0.1 0.8 -0.4 -0.002
H 2.675252 -1.890899 -2.120463 -0.1 -0.6 0.1 0.001
H 2.732255 -0.637207 -3.411408 -0.8 -0.5 1.1 0.000
F 5.749077 3.061421 5.724573 0.6 -0.1 0.3 0.000
C 4.522179 3.031300 5.239678 -1.3 0.7 -0.1 0.000
C 3.747515 1.908127 5.264257 0.7 -2.2 0.2 0.000
F 4.334750 0.783719 5.828071 -0.9 0.9 -0.6 0.000
C 2.494075 1.838086 4.643538 0.3 -0.7 0.7 0.000
F 1.748680 0.685458 4.747907 0.8 0.4 -0.1 0.000
C 1.937691 2.931942 4.031495 -0.8 1.8 0.0 0.000
S 0.387834 2.977248 3.258391 0.0 -0.2 -0.1 0.000
C 2.656039 4.152257 4.228514 -0.2 0.5 -0.9 0.000
F 2.209811 5.361323 3.787379 -0.2 -1.0 0.1 0.000
C 3.898921 4.191179 4.771708 2.0 0.6 0.6 0.000
F 4.645848 5.345198 4.873221 -1.0 -0.9 -0.3 0.000
```
Positions in Å, forces in eV/Å.

The highest occupied orbital energy (alpha / beta) comes out at -6.192 / -6.192 eV. As for the expectation value of S²: 3.754. Its multiplicity is 4.

# 3
This record from OMol25 describes a structure of composition C39H32I2InN12O3S. The level of theory is ωB97M-V with the def2-TZVPD basis set.

Structure (XYZ):
```
90
Properties=species:S:1:pos:R:3:forces:R:3:mulliken_spin:R:1
In 1.539842 0.273978 -0.997430 0.1 0.0 0.1 0.612
I 2.203245 -8.035348 -2.558067 0.0 0.0 0.0 0.000
C 2.053671 -5.957448 -2.687497 0.0 -0.1 0.0 0.000
C 2.813308 -5.267858 -3.615096 0.0 0.0 0.0 0.000
C 2.695769 -3.890535 -3.674421 0.0 0.0 -0.1 0.003
I 3.863676 -2.839678 -5.043675 0.0 0.0 0.0 0.000
C 1.839546 -3.182629 -2.826086 0.0 -0.1 0.0 0.015
O 1.901794 -1.836809 -2.911988 0.1 0.1 0.0 -0.021
C 1.089396 -3.887214 -1.868438 0.0 -0.1 0.1 -0.009
C 0.192161 -3.248941 -0.823678 0.0 0.1 0.0 0.027
N 0.898020 -2.316314 0.057141 -0.1 -0.2 -0.2 0.075
C 1.967752 -2.921015 0.824527 0.0 0.0 0.0 0.032
C 3.353142 -2.560340 0.332647 0.0 0.0 -0.1 -0.014
C 4.412268 -3.410989 0.634673 0.0 0.0 -0.1 0.003
C 5.686836 -3.080562 0.216285 0.0 0.0 0.0 -0.001
C 5.868411 -1.904467 -0.497182 0.0 -0.1 0.1 0.001
C 4.765235 -1.110721 -0.745720 -0.1 0.0 0.0 0.012
N 3.529911 -1.422194 -0.339932 0.0 0.0 0.0 0.066
C 1.211667 -5.275108 -1.828884 0.0 0.1 0.0 -0.010
H 3.485217 -5.786933 -4.283231 0.0 0.0 0.0 0.000
H -0.616491 -2.696195 -1.299926 0.0 0.0 -0.1 -0.007
H -0.259207 -4.071926 -0.252702 0.0 0.0 0.0 0.006
H 0.248496 -1.849275 0.675438 0.0 0.1 0.0 -0.027
H 1.893135 -2.606208 1.867345 0.0 0.0 0.0 -0.002
H 1.879272 -4.013274 0.817210 0.0 0.0 0.1 0.006
H 4.223197 -4.328766 1.177090 0.0 0.0 0.0 0.001
H 6.523252 -3.732071 0.434588 0.0 0.0 0.0 0.000
H 6.843328 -1.603014 -0.852924 0.0 0.0 0.0 0.001
H 4.860884 -0.176359 -1.285454 0.0 0.0 0.0 -0.001
H 0.635787 -5.823175 -1.093856 0.0 0.0 0.0 0.001
O 2.099966 2.276583 0.105156 0.1 0.2 0.2 0.007
N 2.364049 3.331137 -0.637847 0.0 0.1 -0.1 0.031
C 2.065689 4.547222 -0.123075 0.0 0.0 0.0 0.008
C 2.261300 5.701448 -0.827705 0.0 0.0 0.0 -0.002
C 2.773267 5.609741 -2.124328 0.0 0.0 0.0 0.005
C 3.076838 4.373873 -2.633365 0.1 0.0 0.0 -0.005
C 2.901546 3.193328 -1.886736 0.0 0.0 0.0 -0.009
S 3.318567 1.649662 -2.505431 -0.3 0.0 0.0 0.045
H 1.665353 4.505172 0.877899 0.0 0.0 0.0 0.000
H 2.019254 6.649812 -0.371218 0.0 0.0 0.0 -0.001
H 2.920067 6.498154 -2.723433 0.0 0.0 0.0 0.000
H 3.466267 4.259041 -3.634465 0.0 0.0 0.0 0.001
C 0.723196 2.649337 4.494116 0.0 0.0 0.0 -0.001
N 1.153556 1.508284 3.694311 0.0 0.0 0.1 0.000
C 0.757404 1.104240 2.481353 0.0 0.0 -0.1 0.007
N 1.388710 -0.001889 2.142168 0.1 -0.1 0.2 0.011
C 2.195532 -0.224121 3.212622 0.0 0.0 0.0 0.021
N 2.084697 0.657034 4.180348 0.0 0.0 0.0 0.006
C -0.653200 3.108625 4.087448 0.0 0.0 0.0 0.000
C -0.861490 4.393254 3.607199 0.0 0.0 0.0 0.000
C -2.105851 4.771929 3.116535 0.0 0.0 0.0 0.000
C -3.136916 3.852106 3.058937 0.0 0.0 0.0 0.000
C -2.938541 2.565919 3.554987 0.0 0.0 0.0 0.000
C -1.712294 2.207700 4.097240 0.0 0.0 0.0 0.001
C -3.927916 1.505129 3.336031 0.0 0.0 0.1 0.000
N -4.272607 0.517444 4.082697 -0.1 0.0 0.0 0.000
N -5.031902 -0.332322 3.277754 0.0 0.0 0.0 0.000
C -5.078293 0.215826 2.114533 0.0 0.0 -0.1 0.000
O -4.429059 1.405400 2.081274 0.0 0.0 0.0 0.000
C -5.466803 -0.366912 0.827671 0.0 0.0 0.0 0.001
C -6.085729 -1.612154 0.752988 0.0 0.0 0.0 0.000
C -6.182574 -2.242561 -0.475393 0.0 0.0 0.0 0.000
C -5.617479 -1.671354 -1.612697 0.0 0.0 0.0 0.000
C -5.016947 -0.422828 -1.544167 0.0 0.0 0.0 -0.001
C -4.303922 0.196604 -2.725603 0.0 0.0 0.0 0.000
N -3.062883 0.828844 -2.303307 0.0 0.0 0.0 0.001
C -2.166045 0.415763 -1.403768 0.1 0.0 0.1 0.004
N -1.235942 1.329975 -1.226771 0.1 0.1 -0.2 -0.006
C -1.609584 2.303551 -2.099970 0.0 0.0 0.1 0.008
N -2.714376 2.051257 -2.764103 0.0 0.0 0.0 0.004
C -4.991415 0.241438 -0.325629 0.0 0.0 0.0 0.001
H 1.443712 3.459867 4.379758 0.0 0.0 0.0 0.000
H 0.749348 2.320656 5.532570 0.0 0.0 0.0 0.000
H 0.039769 1.628381 1.871231 0.0 0.0 0.0 -0.018
H 2.881686 -1.053975 3.277659 0.0 0.0 0.0 0.001
H -0.039359 5.098926 3.591663 0.0 0.0 0.0 0.000
H -2.256799 5.775791 2.743098 0.0 0.0 0.0 0.000
H -4.088434 4.121441 2.619559 0.0 0.0 0.0 0.000
H -1.570275 1.193875 4.452129 0.0 0.0 0.0 0.000
H -6.444476 -2.087635 1.655783 0.0 0.0 0.0 0.000
H -6.658806 -3.211463 -0.544151 0.0 0.0 0.0 0.000
H -5.631606 -2.212092 -2.551526 0.0 0.0 0.0 0.000
H -4.893821 0.995146 -3.174344 0.0 0.0 0.0 0.000
H -4.103265 -0.550001 -3.494667 0.0 0.0 0.0 0.000
H -2.231505 -0.532234 -0.896246 0.0 0.0 0.0 -0.019
H -1.057338 3.219134 -2.236555 0.0 0.0 0.0 -0.001
H -4.512072 1.208247 -0.254647 0.0 0.0 0.0 -0.001
N -0.337012 -1.260555 -3.241278 0.0 0.1 0.0 -0.005
C 0.783570 -0.962716 -2.745370 -0.1 -0.2 0.0 0.127
H -0.309328 -2.140055 -3.769706 0.0 0.0 0.0 0.008
```
Positions in Å, forces in eV/Å.

The highest occupied orbital energy (alpha / beta) comes out at -5.310 / -7.644 eV. As for the expectation value of S²: 0.755. The energy relative to the best compared isomer or geometry (same formula, charge and spin) is 203.67 kJ/mol. Its multiplicity is 2.

# 4
This record from OMol25 describes a cluster of 2 separate species, C3H8O in total. The level of theory is ωB97M-V with the def2-TZVPD basis set.

Structure (XYZ):
```
12
Properties=species:S:1:pos:R:3:forces:R:3:mulliken_charge:R:1
C -1.804610 0.181639 0.278375 0.0 0.0 0.0 -1.027
C -0.374253 -0.077316 0.604647 -0.2 -0.2 0.3 -0.095
O 0.512346 0.690831 0.056682 -0.2 0.2 -0.2 -0.235
C 1.816256 0.608633 0.192020 0.4 0.1 0.2 -0.528
H -1.885004 0.648219 -0.707893 0.0 -0.1 0.1 0.272
H -2.368060 -0.757232 0.260352 0.1 0.1 0.0 0.305
H -2.294451 0.843092 1.008334 0.1 -0.1 -0.1 0.266
H 0.772696 -1.637525 -0.470628 0.1 0.0 0.0 0.045
H -0.061544 -0.674224 1.458718 0.0 0.1 -0.1 0.462
H 1.477609 -1.340598 -0.577717 -0.1 -0.1 0.0 -0.006
H 2.356827 1.381739 -0.334224 -0.1 -0.1 0.1 0.226
H 2.209532 0.120527 1.078355 0.0 0.0 -0.1 0.315
```
Positions in Å, forces in eV/Å.

The highest occupied orbital energy (alpha / beta) comes out at -7.184 / -7.342 eV. The energy relative to the best compared isomer or geometry (same formula, charge and spin) is 419.05 kJ/mol.

Max |F|: 0.115; 0.107; 0.006; 0.008 (Eh/bohr)